A structure of composition C43H63ClCsN3O7, computed with ωB97M-V/def2-TZVPD.

Element x y z (Å)
Cs  0.78  -1.05  0.89
C  -0.40  3.51  -2.40
N  0.48  3.04  -1.37
C  -0.02  3.36  -0.05
C  1.84  3.50  -1.56
C  2.85  2.82  -0.63
N  2.57  1.41  -0.46
C  3.41  0.86  0.63
C  3.39  1.62  1.94
C  4.49  2.38  2.25
C  4.64  3.05  3.46
C  3.63  2.88  4.40
C  2.49  2.12  4.16
C  2.31  1.50  2.89
O  1.25  0.86  2.58
C  1.42  1.93  5.23
C  0.09  2.53  4.75
C  1.77  2.62  6.56
C  1.23  0.44  5.52
C  5.89  3.90  3.71
C  7.15  3.02  3.62
C  5.88  4.57  5.08
C  5.98  5.00  2.64
C  2.63  0.61  -1.74
C  3.61  -0.56  -1.76
C  4.93  -0.35  -2.10
C  5.89  -1.37  -2.05
C  5.44  -2.63  -1.64
C  4.12  -2.92  -1.33
C  3.16  -1.88  -1.40
O  1.92  -2.06  -1.18
C  3.80  -4.37  -0.91
C  2.30  -4.67  -0.67
C  4.53  -4.68  0.41
C  4.28  -5.34  -2.00
C  7.35  -1.18  -2.43
C  7.69  -2.08  -3.63
C  8.27  -1.54  -1.26
C  7.65  0.27  -2.84
H  -0.46  4.62  -2.44
H  -0.06  3.16  -3.38
H  -1.41  3.12  -2.23
H  -0.01  4.46  0.13
H  -1.05  3.02  0.03
H  0.57  2.87  0.72
H  2.10  3.34  -2.61
H  1.91  4.60  -1.38
H  3.87  3.01  -1.02
H  2.80  3.29  0.35
H  3.07  -0.15  0.79
H  4.46  0.76  0.32
H  5.28  2.44  1.50
H  3.73  3.36  5.36
H  0.17  3.61  4.66
H  -0.17  2.11  3.77
H  -0.71  2.29  5.45
H  1.89  3.70  6.44
H  0.96  2.46  7.27
H  2.68  2.22  6.99
H  0.90  -0.08  4.63
H  2.17  0.00  5.85
H  0.49  0.30  6.31
H  7.09  2.21  4.35
H  7.24  2.56  2.64
H  8.05  3.60  3.82
H  5.87  3.84  5.89
H  6.77  5.19  5.19
H  5.00  5.21  5.20
H  5.96  4.58  1.64
H  5.14  5.69  2.73
H  6.91  5.57  2.76
H  1.62  0.23  -1.95
H  2.90  1.28  -2.56
H  5.22  0.65  -2.39
H  6.17  -3.42  -1.56
H  1.89  -4.11  0.17
H  1.70  -4.42  -1.54
H  2.20  -5.74  -0.45
H  4.17  -4.02  1.20
H  4.34  -5.71  0.71
H  5.60  -4.54  0.31
H  3.82  -5.09  -2.96
H  5.36  -5.29  -2.13
H  4.01  -6.36  -1.74
H  7.57  -3.13  -3.37
H  7.03  -1.87  -4.47
H  8.73  -1.93  -3.95
H  8.11  -2.56  -0.93
H  9.32  -1.43  -1.54
H  8.07  -0.88  -0.41
H  7.06  0.57  -3.70
H  7.45  0.96  -2.03
H  8.71  0.36  -3.11
O  -0.89  -2.94  1.93
O  -1.56  -2.43  1.04
C  -4.61  2.66  1.53
C  -3.42  1.96  0.91
N  -2.61  1.34  1.78
O  -3.23  1.96  -0.30
H  -4.35  3.16  2.46
H  -5.38  1.91  1.74
H  -5.01  3.39  0.82
H  -2.86  1.22  2.74
H  -1.92  0.70  1.42
Cl  -3.80  -2.85  -4.80
C  -3.90  -2.46  -3.08
C  -4.94  -2.98  -2.34
C  -5.00  -2.66  -0.99
C  -4.05  -1.85  -0.38
C  -3.01  -1.36  -1.17
C  -2.93  -1.65  -2.52
C  -4.28  -1.51  1.13
O  -5.47  -1.29  1.40
O  -3.28  -1.48  1.89
H  -5.68  -3.61  -2.80
H  -5.82  -3.03  -0.39
H  -2.24  -0.71  -0.75
H  -2.12  -1.26  -3.12

Calculated values
net charge: -2
energy: -77486.11787 eV
relative energy (zero: lowest compared OMol25 entry of this formula, charge and spin): 98.6 kJ/mol
highest occupied orbital energy (alpha / beta): -0.077 / -0.077 Eh



A structure of composition C43H63ClMnN5OP, computed with ωB97M-V/def2-TZVPD.

Element x y z (Å)
Mn  -0.62  0.72  -0.49
C  -0.93  4.27  2.53
C  0.10  4.55  1.44
C  1.21  5.48  1.94
C  0.72  3.28  0.89
C  0.95  3.15  -0.47
C  1.56  2.04  -1.04
C  2.03  2.25  -2.48
C  3.24  3.20  -2.49
C  0.97  2.86  -3.41
C  1.90  0.92  -0.21
C  1.80  1.13  1.19
C  1.19  2.27  1.70
C  2.55  0.26  2.16
C  1.72  -0.16  3.38
C  3.83  0.99  2.59
C  2.66  -0.25  -0.84
C  3.92  0.09  -1.35
C  4.61  -0.71  -2.25
C  4.03  -1.88  -2.68
C  2.86  -2.31  -2.08
C  2.19  -1.56  -1.10
P  0.96  -2.45  -0.03
C  -0.25  -3.49  -1.10
C  -1.40  -3.87  -0.14
C  0.21  -4.78  -1.80
C  -0.84  -2.58  -2.18
C  2.12  -3.75  0.84
C  3.05  -4.63  -0.01
C  3.06  -3.00  1.78
C  1.24  -4.64  1.72
H  -1.39  5.21  2.85
H  -0.47  3.82  3.41
H  -1.72  3.61  2.16
H  -0.41  5.05  0.61
H  1.77  5.01  2.75
H  0.78  6.41  2.33
H  1.91  5.74  1.14
H  0.69  3.98  -1.11
H  2.35  1.30  -2.90
H  2.93  4.20  -2.18
H  3.64  3.26  -3.50
H  4.04  2.88  -1.83
H  0.80  3.91  -3.17
H  0.02  2.34  -3.37
H  1.34  2.82  -4.44
H  1.15  2.39  2.78
H  2.85  -0.63  1.63
H  1.47  0.70  4.01
H  2.29  -0.85  4.00
H  0.80  -0.65  3.07
H  3.59  1.91  3.13
H  4.44  1.26  1.73
H  4.42  0.35  3.25
H  4.34  1.04  -1.06
H  5.56  -0.38  -2.64
H  4.49  -2.48  -3.46
H  2.45  -3.27  -2.36
H  -1.21  -4.79  0.40
H  -2.32  -4.02  -0.73
H  -1.59  -3.08  0.59
H  0.46  -5.57  -1.10
H  1.03  -4.63  -2.49
H  -0.64  -5.14  -2.39
H  -1.28  -1.68  -1.75
H  -1.63  -3.13  -2.71
H  -0.09  -2.28  -2.92
H  3.78  -4.03  -0.55
H  2.54  -5.27  -0.72
H  3.61  -5.27  0.67
H  3.76  -2.38  1.23
H  3.65  -3.73  2.35
H  2.50  -2.40  2.50
H  0.76  -5.44  1.16
H  0.46  -4.07  2.23
H  1.86  -5.12  2.49
C  -4.80  -1.68  1.82
N  -3.58  -1.12  1.24
C  -3.51  -1.32  -0.21
C  -2.62  -0.37  1.85
O  -1.58  -0.11  1.21
N  -2.72  0.12  3.12
C  -1.68  1.03  3.59
C  -3.78  0.03  4.12
H  -5.22  -2.35  1.07
H  -5.54  -0.91  2.04
H  -4.59  -2.28  2.70
H  -3.34  -2.38  -0.44
H  -2.72  -0.73  -0.65
H  -4.45  -1.01  -0.66
H  -0.94  1.19  2.81
H  -1.18  0.61  4.47
H  -2.13  1.98  3.86
H  -4.55  -0.68  3.89
H  -4.24  1.01  4.26
H  -3.33  -0.27  5.07
N  -0.42  0.00  -2.40
C  0.20  -0.24  -3.37
N  0.73  -0.56  -4.46
C  1.93  -0.34  -4.95
N  2.98  -0.18  -5.42
Cl  -4.60  2.22  0.99
C  -4.61  1.94  -0.75
C  -5.83  1.67  -1.34
C  -5.90  1.42  -2.70
C  -4.72  1.44  -3.45
C  -3.52  1.72  -2.84
C  -3.40  2.00  -1.46
C  -2.11  2.33  -0.86
H  -6.72  1.66  -0.73
H  -6.86  1.22  -3.17
H  -4.75  1.24  -4.51
H  -2.60  1.72  -3.43
H  -2.21  2.79  0.12
H  -1.50  2.93  -1.53

Calculated values
spin multiplicity: 6
energy: -108243.27259 eV
relative energy (zero: lowest compared OMol25 entry of this formula, charge and spin): 94.6 kJ/mol
highest occupied orbital energy (alpha / beta): -0.243 / -0.263 Eh